Computed, not measured: a 10-piece molecular cluster, C28H84B2F8N7O7 overall, with ωB97M-V/def2-TZVPD.

XYZ file:
```
136
Properties=species:S:1:pos:R:3:mulliken_charge:R:1
C -12.142 5.543 1.210 -1.44
C -11.954 4.097 0.788 0.11
C -11.684 3.152 1.967 -0.69
O -11.902 1.871 1.417 -0.41
C -11.425 0.882 2.264 -0.79
N -13.186 3.591 0.105 -0.22
H -13.129 3.979 -0.813 0.36
H -13.127 2.550 0.101 0.39
H -14.063 3.896 0.582 0.37
H -12.841 5.642 2.068 0.38
H -12.498 6.160 0.401 0.44
H -11.172 5.874 1.434 0.40
H -11.119 4.021 0.074 0.32
H -12.420 3.254 2.751 0.38
H -10.653 3.230 2.353 0.46
H -11.893 0.817 3.225 0.34
H -10.307 1.002 2.391 0.30
H -11.518 -0.031 1.712 0.30
C -4.438 3.716 -8.102 -1.36
C -4.490 2.180 -8.005 0.08
C -5.069 1.859 -6.629 -0.51
O -4.716 0.308 -6.216 -0.31
C -4.899 0.153 -5.075 -0.66
N -5.167 1.695 -9.293 -0.15
H -5.673 2.467 -9.743 0.39
H -4.425 1.387 -9.894 0.37
H -5.825 0.967 -9.018 0.34
H -3.733 4.043 -8.926 0.40
H -3.983 4.044 -7.164 0.35
H -5.468 4.160 -8.174 0.44
H -3.484 1.708 -7.983 0.24
H -6.216 1.814 -6.723 0.22
H -4.426 2.409 -5.962 0.25
H -4.843 1.165 -4.297 0.26
H -3.957 0.729 -4.004 0.22
H -5.116 -0.797 -4.619 0.39
C 3.236 2.829 7.719 -1.41
C 1.683 2.612 7.540 0.15
C 0.985 3.623 8.503 -0.75
O -0.332 3.724 8.116 -0.33
C -1.237 4.441 8.899 -0.77
N 1.169 2.590 6.115 -0.12
H 1.620 3.431 5.712 0.29
H 1.529 1.859 5.516 0.28
H 0.173 2.709 6.030 0.36
H 3.869 2.108 7.129 0.33
H 3.403 2.789 8.787 0.46
H 3.453 3.942 7.560 0.40
H 1.484 1.580 7.800 0.36
H 1.559 4.559 8.605 0.39
H 1.159 3.111 9.426 0.44
H -1.316 3.986 9.870 0.33
H -2.177 4.316 8.414 0.27
H -1.020 5.543 8.866 0.31
C -1.125 2.404 1.126 -1.24
C -0.512 3.394 0.153 0.05
C 0.483 4.262 1.015 -0.35
O 1.177 5.193 0.323 -0.40
C 2.048 5.984 1.079 -0.60
N 0.228 2.929 -1.040 -0.01
H 0.881 3.710 -1.273 0.45
H 0.728 2.121 -0.801 0.36
H -0.304 2.735 -1.886 0.23
H -0.276 1.768 1.397 0.30
H -1.882 1.685 0.933 0.39
H -1.410 3.049 1.933 0.34
H -1.237 4.051 -0.279 0.43
H 1.120 3.556 1.569 0.02
H -0.217 4.713 1.758 0.37
H 1.437 6.743 1.608 0.28
H 2.774 6.485 0.410 0.27
H 2.603 5.348 1.869 0.18
C -0.347 -9.053 5.945 -1.31
C 0.311 -9.213 4.607 0.05
C 1.697 -8.668 4.544 -0.62
O 2.150 -9.111 3.305 -0.39
C 3.351 -8.404 2.918 -0.74
N 0.273 -10.644 3.968 -0.22
H 0.796 -11.272 4.566 0.34
H -0.677 -10.891 3.883 0.34
H 0.813 -10.507 3.101 0.39
H 0.394 -9.400 6.695 0.36
H -1.332 -9.508 6.012 0.42
H -0.485 -8.005 6.072 0.38
H -0.205 -8.678 3.796 0.30
H 2.344 -8.930 5.375 0.43
H 1.456 -7.563 4.537 0.37
H 4.241 -8.718 3.520 0.29
H 3.134 -7.345 3.046 0.33
H 3.486 -8.541 1.842 0.28
C 8.196 -0.017 2.450 -1.31
C 7.585 1.064 3.421 0.25
C 8.603 2.002 4.062 -0.68
O 9.036 2.793 2.974 -0.39
C 10.212 3.652 3.144 -0.74
N 6.720 1.884 2.503 -0.25
H 6.258 2.651 2.939 0.25
H 7.315 2.422 1.877 0.41
H 6.011 1.323 1.992 0.32
H 8.778 0.487 1.686 0.36
H 7.410 -0.538 1.896 0.39
H 8.782 -0.832 2.933 0.36
H 6.861 0.657 4.142 0.37
H 9.428 1.388 4.462 0.39
H 8.237 2.642 4.843 0.47
H 10.101 4.438 2.425 0.26
H 11.128 3.123 2.961 0.28
H 10.206 3.987 4.198 0.31
C 7.742 -5.657 -9.648 -1.41
C 6.740 -6.381 -10.425 0.33
C 5.904 -7.103 -9.436 -0.74
O 4.637 -7.162 -10.014 -0.34
C 3.601 -7.549 -9.238 -0.73
N 5.851 -5.412 -11.325 -0.35
H 6.401 -4.954 -12.078 0.37
H 5.093 -5.907 -11.721 0.36
H 5.394 -4.701 -10.753 0.34
H 7.359 -4.902 -8.989 0.43
H 8.551 -5.156 -10.194 0.42
H 8.273 -6.395 -9.022 0.35
H 7.090 -7.073 -11.158 0.31
H 5.760 -6.563 -8.490 0.41
H 6.344 -8.074 -9.231 0.39
H 3.538 -6.774 -8.434 0.30
H 3.894 -8.425 -8.607 0.28
H 2.678 -7.763 -9.706 0.29
B 2.955 2.257 3.084 0.28
F 2.572 1.151 3.746 -0.40
F 4.286 2.462 3.277 -0.17
F 2.607 2.152 1.779 -0.39
F 2.281 3.330 3.661 -0.36
B -2.915 2.620 -2.904 0.34
F -3.581 3.262 -3.935 -0.26
F -2.926 3.198 -1.725 -0.17
F -3.610 1.190 -2.716 -0.46
F -1.576 2.239 -3.148 -0.48
```

Properties
Energy above the lowest of the compared OMol25 structures with the same formula, charge and spin   0.0 kcal per mole
Calculated total energy   -2874.33351 Eh
Kohn-Sham gap   0.17966 Eh
Net charge   +5